# C8H12N2O4S

The molecule C8H12N2O4S at a distorted geometry (wB97M-V/def2-TZVPD, the Open Molecules 2025 dataset).

Structure (XYZ):
```
27
Properties=species:S:1:pos:R:3:forces:R:3:mulliken_charge:R:1
C 0.756068 -0.226647 0.684792 -1.00 1.67 0.25 0.76
C -0.113299 -0.606965 -1.534745 0.50 1.08 -0.10 0.09
C 1.301941 1.457963 -1.229843 -0.81 -0.62 0.24 -1.15
C 1.923248 2.432574 -0.266562 -0.42 0.96 -1.32 -0.66
C -0.474873 2.549405 1.089361 1.78 1.70 0.03 0.15
C 0.193498 0.590506 -0.566173 3.66 -3.37 -1.55 -0.15
C -0.077315 -1.918711 2.386665 -1.04 0.42 0.09 -0.96
C -1.833234 -2.279666 -1.922199 -0.58 0.06 2.30 -0.77
N -1.357799 2.211541 1.746958 -1.69 -1.29 -0.20 0.55
N -0.267771 -0.816896 1.359611 3.60 -1.63 1.79 -0.07
O 1.939158 -0.179755 0.959328 -0.38 -0.93 0.01 -0.67
O 0.591923 -0.939947 -2.440962 0.13 -0.34 -0.41 -0.60
O -2.381952 1.644118 2.101710 0.28 0.31 0.51 -0.65
O -1.252706 -1.178251 -1.194705 -2.03 0.40 0.72 -0.28
S 0.699684 3.594941 0.439824 0.05 0.18 0.05 -0.17
H 0.858633 1.804698 -2.131454 -0.42 1.15 -0.69 0.50
H 2.122059 0.883580 -1.612753 0.32 -0.96 0.14 0.38
H 2.246395 1.745291 0.465503 1.09 0.14 1.30 0.39
H 2.742719 3.057102 -0.748245 -1.08 -0.71 0.84 0.40
H -0.702130 1.089894 -0.482807 -1.90 0.95 0.66 0.82
H -0.456228 -2.912086 2.043654 -0.29 1.05 0.20 0.30
H 0.931438 -2.144546 2.650145 1.25 0.51 -0.82 0.35
H -0.419944 -1.648692 3.416091 -0.67 -0.04 -1.12 0.32
H -2.350217 -2.954879 -1.175573 0.68 0.91 -0.82 0.23
H -0.992349 -2.708137 -2.313861 1.72 -1.93 -1.48 0.40
H -2.516035 -1.990886 -2.687838 -0.45 0.62 -0.42 0.27
H -1.110912 -0.555549 0.964079 -2.29 -0.28 -0.19 0.22
```
Forces are in eV/Å.

The HOMO-LUMO gap is 0.3405 hartree. The calculation puts the energy relative to the best compared isomer or geometry (same formula, charge and spin) at 64.3 kcal/mol.